Entry from the OMol25 dataset: one molecule with the formula C5H5N (ωB97M-V/def2-TZVPD).

Bonds (Å) are listed after each position.
Positions of all 11 atoms, in Å:
1 C -1.5133 -0.7169 0.3860  C2 1.524, H7 1.092, H8 1.091, H9 1.096
2 C -0.6104 0.1308 -0.5026  C1 1.524, C3 1.458, H10 1.100, H11 1.092
3 C 0.7856 -0.2612 -0.6572  C2 1.458, C4 1.214
4 C 1.9908 -0.1767 -0.5369  C3 1.214, C5 1.390
5 C 2.8212 0.7175 0.1293  C4 1.390, N6 1.159
6 N 3.3082 1.5625 0.7553  C5 1.159
7 H -0.9523 -1.1277 1.2282  C1 1.092
8 H -1.9842 -1.5403 -0.1523  C1 1.091
9 H -2.3033 -0.0665 0.7787  C1 1.096
10 H -0.4595 1.0852 0.0235  C2 1.100
11 H -1.0827 0.3932 -1.4520  C2 1.092

* E_HOMO: -0.3781 Eh
* gap between HOMO and LUMO: 10.5 eV
* SMILES: CCC#CC#N
* ΔE to the lowest compared entry with this formula, charge and spin: 66.5 kcal/mol
* strongest force on any atom: 0.01794 hartree/bohr

These are the Löwdin partial charges, in e, on atoms 1 to 8:
1 C -0.10
2 C -0.24
3 C 0.01
4 C -0.03
5 C -0.27
6 N 0.14
7 H 0.08
8 H 0.07